12
Properties=species:S:1:pos:R:3:forces:R:3:nbo_charge:R:1 method="wB97M-V/def2-TZVPD" charge=0 orbital_gap_ev="8.2 / 7.9" total_energy_ev=-28052.0364 homo_ev="-7.94 / -7.37" relative_energy_ev=4.3286 spin_multiplicity=1
C -0.084 0.506 -0.377 0.595 -0.237 -0.865 0.11
C -1.118 0.144 2.245 0.192 -0.206 -0.623 -0.75
C 1.449 -1.229 -2.022 -0.367 0.370 0.441 -0.42
N -0.251 1.597 -0.885 0.069 0.039 -0.290 -0.67
S -0.166 -0.616 0.833 -0.265 -0.202 0.820 0.29
Cl 1.829 -0.294 -3.380 0.032 0.185 -0.147 0.02
H -0.722 -0.293 3.152 0.071 -0.016 0.168 0.23
H -2.165 -0.107 2.129 -0.144 0.045 0.043 0.22
H -0.972 1.218 2.239 0.036 0.090 0.070 0.22
H 0.671 -1.954 -2.151 -0.188 -0.166 -0.024 0.19
H 2.232 -1.378 -1.306 0.153 -0.001 0.121 0.19
H -0.702 2.407 -0.480 -0.185 0.099 0.287 0.37